{"formula": "C32H62BeF3N4O8S6", "method": "the ωB97M-V functional and the def2-TZVPD basis", "elements": ["Be", "C", "O", "O", "C", "F", "F", "F", "C", "C", "H", "H", "H", "H", "H", "H", "C", "S", "O", "C", "H", "H", "H", "H", "H", "H", "C", "S", "O", "C", "H", "H", "H", "H", "H", "H", "C", "S", "O", "C", "H", "H", "H", "H", "H", "H", "C", "S", "O", "C", "H", "H", "H", "H", "H", "H", "C", "S", "O", "C", "H", "H", "H", "H", "H", "H", "C", "S", "O", "C", "H", "H", "H", "H", "H", "H", "N", "C", "C", "C", "C", "H", "H", "H", "H", "H", "N", "C", "C", "C", "C", "H", "H", "H", "H", "H", "N", "C", "C", "C", "C", "H", "H", "H", "H", "H", "N", "C", "C", "C", "C", "H", "H", "H", "H", "H"], "coordinates": [[2.4887, 3.3921, -1.7838], [0.0727, 0.6226, -0.9964], [-0.9292, 1.1828, -1.8509], [1.0612, 1.5873, -0.9089], [-0.5356, 0.2507, 0.3550], [-0.7471, 1.3586, 1.1095], [-1.7688, -0.2597, 0.1843], [0.1577, -0.6674, 1.0318], [-1.4018, 0.4841, -3.0341], [-2.8735, 0.8372, -3.1798], [-2.9728, 1.9080, -3.0112], [-3.1903, 0.5485, -4.1810], [-3.3510, 0.2849, -2.3721], [-1.2648, -0.5983, -3.0098], [-0.8492, 0.9130, -3.8732], [0.5367, -0.2405, -1.4893], [-2.4644, 3.0015, 3.2417], [-4.2126, 3.1421, 2.7952], [-4.8668, 3.8601, 3.9508], [-3.8432, 4.5672, 1.7074], [-1.9374, 3.0235, 2.2822], [-2.2510, 1.9890, 3.5820], [-2.0928, 3.8691, 3.7807], [-3.2217, 4.4238, 0.8234], [-3.5137, 5.4360, 2.2770], [-4.8216, 4.8782, 1.3316], [-0.3392, -3.6738, 1.5413], [-0.9985, -5.3336, 2.1641], [-2.1387, -5.1390, 3.1201], [-1.4697, -6.1303, 0.5994], [0.4494, -3.8160, 0.8021], [0.1111, -3.0053, 2.2762], [-1.1679, -3.0727, 1.1571], [-1.7388, -5.2443, 0.0230], [-2.3728, -6.7025, 0.8096], [-0.7345, -6.7867, 0.1433], [1.7668, -0.0508, -4.9205], [1.8451, 1.8330, -5.0398], [1.9758, 2.2252, -3.5767], [3.5775, 1.9314, -5.5510], [2.1931, -0.2932, -3.9461], [2.2362, -0.6863, -5.6686], [0.7056, -0.2795, -4.8451], [3.6408, 1.1700, -6.3300], [4.3348, 1.9380, -4.7723], [3.6733, 2.8671, -6.1073], [3.8230, -0.1683, -0.7227], [5.0978, 0.7054, -1.7385], [4.5181, 1.9779, -2.3088], [6.0840, 1.3408, -0.3488], [3.2224, 0.5630, -0.1809], [4.1712, -0.8653, 0.0373], [3.1303, -0.7442, -1.3346], [5.4632, 1.9847, 0.2723], [6.9599, 1.9153, -0.6437], [6.4281, 0.4837, 0.2334], [1.2645, 3.3195, 1.7803], [2.8779, 2.5845, 1.4979], [3.4235, 3.3516, 0.2851], [3.6655, 3.4651, 2.8869], [0.5383, 3.2990, 0.9673], [1.2011, 4.3328, 2.1844], [0.7186, 2.7801, 2.5616], [4.5768, 2.9040, 3.0750], [3.0597, 3.4097, 3.7918], [3.8608, 4.5341, 2.8060], [-1.6686, 4.3254, -1.4771], [-0.7204, 5.1439, -2.7953], [0.6529, 4.5170, -2.7488], [-1.4441, 4.4796, -4.3352], [-1.7670, 3.2652, -1.7179], [-2.6450, 4.8051, -1.5643], [-1.2261, 4.3490, -0.4847], [-0.6994, 4.8178, -5.0577], [-2.3716, 4.9667, -4.6350], [-1.5445, 3.3978, -4.4055], [4.5849, 0.4428, 3.6963], [3.8597, -0.3733, 2.8689], [2.5310, -0.4583, 3.2583], [2.4708, 0.3240, 4.4370], [3.6877, 0.8386, 4.6974], [5.5452, 0.7328, 3.6979], [4.3938, -0.9056, 2.0987], [1.7995, -1.0942, 2.7899], [1.5965, 0.3720, 5.0686], [4.0142, 1.4166, 5.5474], [0.4391, -4.7847, -2.0298], [1.5357, -5.6012, -2.2393], [2.7015, -4.8760, -2.3088], [2.2510, -3.5588, -2.0946], [0.9077, -3.5012, -1.8660], [-0.5278, -5.0556, -1.9972], [1.3401, -6.6617, -2.2963], [3.6598, -5.3260, -2.4995], [2.9272, -2.7313, -1.9283], [0.1351, -2.7661, -1.7028], [-4.1636, -4.7218, -0.5731], [-3.9051, -3.9081, -1.6496], [-3.7146, -2.6458, -1.1526], [-4.0845, -2.6519, 0.2029], [-4.3452, -3.9644, 0.5635], [-4.1960, -5.7257, -0.5728], [-3.9144, -4.2900, -2.6576], [-3.4250, -1.7624, -1.6993], [-4.2087, -1.7530, 0.7858], [-4.6444, -4.4605, 1.4721], [-3.0965, -2.6531, 3.8439], [-4.0368, -2.6265, 4.8363], [-4.4109, -1.2885, 5.0219], [-3.7523, -0.5629, 4.0296], [-2.8667, -1.3804, 3.3578], [-2.6557, -3.4260, 3.3494], [-4.3186, -3.5503, 5.3139], [-5.3008, -0.9927, 5.5541], [-3.9612, 0.4679, 3.7867], [-2.2595, -1.3222, 2.4688]], "lumo_energy_ha": -0.154, "charge": 1, "fmax_ev_per_a": 4.2, "total_energy_ha": -4780.34366}